1.
Molecular formula: C43H44N6O7S3W
Method: DFT, ωB97M-V/def2-TZVPD

Results
Orbital gap (spin up / spin down)   5.94 / 5.95 eV
Energy above the lowest of the compared OMol25 structures with the same formula, charge and spin   0.0 kJ/mol
Net charge   +2
LUMO (spin up / spin down)   -6.291 / -6.294 eV
Largest force on an atom   3.53 eV/A
HOMO level (spin up / spin down)   -12.232 / -12.249 eV

Element x y z (Å)
H -1.86949 -6.09707 -1.13191
C -4.52152 1.71842 4.85058
C 2.00352 2.88484 -3.77423
N -0.51082 0.37172 -1.31507
C 2.07257 -3.22373 -4.01232
C -2.96740 -0.12400 4.62739
H 2.72275 -4.00356 -4.37096
C -0.36955 0.05491 -2.75088
C 3.35873 2.19418 -3.90138
H -2.46968 -3.35813 1.03374
N 1.34110 1.49493 2.06953
H -0.39549 -3.22878 -2.38637
C 3.79340 1.69269 2.47394
O -2.13040 -2.23466 2.45939
C 3.94311 2.70927 1.54031
H 2.85209 3.16802 4.30013
C -2.43998 4.12658 0.92479
H 2.72533 0.35687 -2.94140
H -4.91812 2.79560 3.03980
H -3.39919 1.41618 1.65009
C 0.43269 -1.15820 -3.12366
C -2.61182 3.22999 -0.12848
H -5.61099 2.07110 6.65730
H 4.16604 2.91754 -3.80458
H 5.30971 3.85690 0.36761
H -1.20604 4.67612 2.61896
H -2.43845 -0.96552 5.04608
C -3.51339 1.22544 2.70592
C 0.58921 2.53328 2.45097
H 2.44281 0.38789 3.49549
H -3.14085 -4.20972 -0.34534
S 2.86255 2.06738 -1.27469
C -1.34304 -3.29529 -0.63621
H 7.04739 0.92245 2.94305
C -3.81438 0.64958 5.40142
O -2.36922 1.15779 -2.39694
C 6.17695 1.41730 2.54218
O 1.88421 1.10403 -0.58437
S -0.04425 -2.43624 0.12170
O 1.84435 -0.88260 1.11838
C 2.42983 1.38859 3.05228
C -1.91337 -4.59950 -2.66476
H -4.97870 3.51917 5.87635
C -3.08719 -6.53447 -4.25842
C -1.58706 1.21629 -1.29962
H 1.97850 3.81076 -4.34556
N -1.20167 -3.62148 -1.91450
H -3.10003 -5.04579 -5.79696
C -2.25886 -4.30211 -3.97795
H -6.38235 2.71217 5.20226
C 0.67635 -1.50411 3.10808
C 1.52309 -1.57023 -2.35403
C 1.96833 -1.56814 2.24084
H 0.20841 -2.49777 3.12350
H 0.74487 2.97890 -1.95581
C -2.84293 -5.27037 -4.77296
C -2.81641 0.17639 3.28460
O 0.94076 3.15595 3.57674
H 0.95233 -1.24495 4.13714
O 2.95035 -2.15983 2.58033
H -2.37036 -0.81042 -3.01852
C 3.42422 1.17563 -2.77914
N -0.22138 -0.51831 2.52446
C 0.98499 -2.82529 -4.77323
H -3.12145 4.95353 1.03202
H -2.06001 -3.31630 -4.36983
H 1.22844 2.23591 -4.18500
H -1.96826 0.42068 -4.26117
C -1.38856 3.98710 1.81422
C -2.75738 -6.82313 -2.94407
S -1.77476 -0.85388 2.29173
C -1.69415 2.16165 -0.26798
C -0.52034 2.88052 1.66002
C 2.32903 -2.61009 -2.79675
H 1.75140 1.99241 5.07051
H 2.02816 4.19278 -2.03678
H 3.46674 1.70424 -4.86703
H -3.94246 0.40849 6.44473
N -2.38859 -3.68110 0.07441
H -3.41529 3.33390 -0.83788
H 4.80495 0.25455 3.70088
H -2.94078 -7.80827 -2.54415
H -3.52001 -7.29754 -4.88373
H 0.14667 0.92019 -3.21234
H 3.06252 3.23751 1.19217
H 7.30580 2.72664 1.28012
C 4.91576 1.03909 2.96767
H -0.66718 -1.47310 -4.93354
H 3.15723 -2.94046 -2.18991
C 0.16759 -1.79864 -4.33132
H 4.42389 0.78082 -2.61607
H 0.77119 -3.30632 -5.71266
C -4.35876 1.99085 3.49189
C -1.83356 0.12552 -3.22079
C -2.17077 -5.86052 -2.14113
C -5.42943 2.54433 5.69734
C 5.20459 3.06747 1.09608
C 2.04905 2.44962 4.12181
C 1.76860 3.16635 -2.28745
C 6.32260 2.42819 1.60578
H 1.75148 -1.07549 -1.40138
W 0.32725 0.18759 0.61627
N -0.67209 1.95993 0.64779
O -1.86531 -0.34954 0.88043



2.
Molecular formula: C43H45Cl3N2OP2SiTeTi
Method: DFT, ωB97M-V/def2-TZVPD

Results
Orbital gap (spin up / spin down)   5.33 / 5.81 eV
Multiplicity   3
Energy above the lowest of the compared OMol25 structures with the same formula, charge and spin   12.5 kJ/mol
Expectation value of S²   2.02
Net charge   -2
LUMO (spin up / spin down)   4.026 / 4.019 eV
Largest force on an atom   1.78 eV/A
HOMO level (spin up / spin down)   -1.306 / -1.792 eV

Element x y z (Å)
C 1.24871 -0.45259 -4.09601
C 0.15555 -1.76345 -1.91218
H 1.13568 -5.96273 3.53406
H 1.52469 -1.68377 2.93912
H -1.82218 -4.42917 -0.93628
H -3.16651 5.96516 2.16495
H 3.39042 -3.13156 0.90983
H 4.38326 7.23103 0.31955
H -2.90426 -6.05264 2.21676
H -0.23857 6.79005 -0.85196
C -3.25616 2.37850 -1.53678
C 0.29132 -5.46839 3.05923
H 2.65650 0.14836 2.37721
C -3.95235 2.58349 -2.71662
H -4.26473 -1.26696 -0.69799
H -4.40155 -3.24092 2.29205
P -1.02010 1.98295 0.09150
H -3.54668 -4.13883 -1.24326
C -0.58762 4.72571 -0.41826
C -1.96395 -5.51871 2.32397
C -1.21782 2.13770 -2.76831
H -2.80178 3.53869 1.84475
H -3.90934 -0.15856 -2.03874
C -2.91501 -3.76779 0.81546
H -0.25619 -2.26855 -1.04496
N 4.27609 6.04223 -1.34529
H 1.72291 -2.66799 0.53713
C 2.34577 -3.45454 0.95596
H 3.05607 5.72014 1.77783
H -2.60193 -0.26283 0.13957
C -2.23955 4.25440 1.25929
H 2.66250 3.08250 -1.55844
Cl -1.06832 -1.07750 4.42898
H 4.02949 4.69965 -2.87582
H 5.04258 -0.10960 2.86824
C 0.89709 -0.60216 -1.70749
C -1.82434 -4.27521 1.73636
C -3.28506 2.53612 -3.93488
C -1.87959 2.14607 -1.55038
Cl -3.31005 -0.26743 1.93427
H -0.65103 -3.14792 -3.34162
C 3.04342 3.99082 -1.10487
H 1.94880 -2.69856 4.32178
H 1.68140 0.06037 -4.94868
H 6.62916 -0.71147 1.05897
H 0.13487 4.36332 -1.13945
C 0.77575 1.88470 -0.28094
C -2.44494 5.61853 1.43373
H -3.78010 2.39098 -0.58563
C -0.79855 6.08189 -0.25154
C 5.09419 -0.75770 -0.44481
H -1.86882 7.59765 0.83816
C -3.50418 -0.96432 -1.42273
C 1.92568 -3.72407 2.40494
C -1.72045 6.53398 0.68819
C 3.99439 6.29163 -0.06564
H 2.56193 -4.53408 2.78277
N -0.52736 -2.21901 1.51570
C 3.75060 -0.56021 -0.72947
C 3.79431 4.89469 -1.83290
H -3.83171 2.67468 -4.86110
H 5.76661 -1.07384 -1.23456
H -3.02653 -5.59132 -0.36295
C 0.47298 -1.58777 -4.29010
H -5.05824 -3.51880 0.67154
C 4.69015 -0.22377 1.84972
C -2.82612 -4.52690 -0.51653
H 2.04233 0.93591 -2.66241
O -2.32178 -0.54710 -0.77246
C -1.28894 3.79875 0.35506
P 1.04733 0.08307 -0.00692
H -1.38740 2.27706 -4.90219
C -0.93543 -6.11260 3.04113
H -4.57361 -4.89409 1.67398
H -5.01972 2.77411 -2.69122
C -0.60734 -3.51323 1.88944
Ti -1.04647 -0.57383 1.27894
H 3.21444 -2.16483 3.18544
H -0.14806 2.00060 -2.77443
H -2.70209 -2.72238 0.62318
C -4.32108 -3.86522 1.40175
H 3.40143 -0.74000 -1.73546
C 2.85759 -0.15124 0.26084
H -3.26320 -1.80911 -2.07138
Te 1.60228 2.91481 1.43655
Cl -1.53200 2.12303 3.90931
H -1.07717 -7.07108 3.52725
Si -0.13136 0.59683 3.37179
C 1.45577 0.03735 -2.81685
C -0.06108 -2.25052 -3.19264
C 5.57748 -0.56799 0.84040
C 0.49474 -4.22950 2.47232
H 2.22794 -4.35463 0.34652
C 2.17302 -2.48950 3.27434
C 2.74868 4.25672 0.22964
H 0.27728 -1.94609 -5.29429
C 3.34623 -0.04072 1.56771
C -1.91689 2.31051 -3.95600
C 3.25596 5.45059 0.74628



3.
Molecular formula: C43H45ClF6N2O3
Method: DFT, ωB97M-V/def2-TZVPD

Results
Orbital gap   9.37 eV
Net charge   0
Structure (SMILES)   CC[C@](Cl)(CN)O[C@@H](N)CC(=O)O.Fc1ccccc1.Fc1ccccc1.Fc1ccccc1.Fc1ccccc1.Fc1ccccc1.Fc1ccccc1
LUMO   0.204 eV
Largest force on an atom   3.56 eV/A
HOMO level   -9.168 eV

Element x y z (Å)
C 9.59577 -0.67896 1.69338
H 5.33140 5.54290 -0.04786
C 6.20874 6.33774 -1.85459
C -0.17626 2.28328 2.78442
H 5.53919 3.19941 3.36210
F -3.34419 -2.77707 -8.69837
C -0.88968 -2.15310 -6.11145
O 2.13062 2.27355 1.93226
F -10.57204 -7.32265 3.54760
H -5.81861 -0.50111 -1.52352
C 6.19051 5.54393 -0.71289
H -1.23068 -1.13720 -4.24819
H 8.38382 1.07403 1.34920
H -1.12400 1.68292 2.56956
F -1.44138 -0.67035 -0.49234
C -3.58512 -1.67818 -6.62885
C -2.47301 -0.15995 -1.18754
H -3.90114 -1.45317 -0.25606
C 7.28751 4.74597 -0.42494
H -5.42615 1.30181 -3.17689
H 5.53002 1.39331 3.07234
H 0.78813 1.35549 -0.34442
H -4.63012 -1.49616 -6.84959
H -9.91035 -6.87365 6.01149
C -6.99918 -4.87125 -1.24228
H 4.43838 1.50588 1.01731
C 2.95969 4.62962 1.95227
H -3.13593 2.16480 -3.55138
H 3.98167 2.20046 3.70703
H -7.76574 -5.02681 -1.99309
F 6.18863 -0.09148 0.62342
C 4.88584 2.33799 3.02108
C 7.31466 -0.73889 0.96233
C -3.30696 1.37729 -2.82612
C 8.40712 5.50756 -2.40166
H -8.27974 -5.14108 6.74694
C -6.15621 -3.66570 0.65002
C 7.33923 -2.12341 0.93111
H 7.32558 6.93330 -3.59195
C -4.87999 -5.47844 -0.26305
H 8.54087 -3.87541 1.24747
C -7.90141 -4.44208 4.74810
C -8.19371 -4.59744 3.39669
H 9.24180 4.09229 -1.00278
H -7.19635 -3.68137 5.06604
H -0.86501 -3.13020 -8.03581
H 0.16074 -2.33224 -5.91147
H -0.50155 0.94233 0.68015
H 5.28970 3.09765 0.87924
H 1.91127 4.90193 2.30689
H 0.51997 3.41333 1.01159
C -3.74808 -0.65676 -0.97493
H 6.45018 -2.66920 0.63877
H -4.25976 -4.28592 1.42486
C 8.43067 -0.00879 1.33731
O -1.44181 4.57298 2.26131
H -0.81337 5.16673 1.79581
H 2.53279 5.97593 0.50441
C 9.63435 -2.07028 1.66004
H -1.23296 1.22551 -2.24756
C 4.50304 2.54927 1.48719
C -1.67279 -1.47943 -5.17800
C -3.01983 -1.24420 -5.43477
H -7.72218 -3.95778 2.66297
C -9.09338 -5.57615 2.98899
C -2.24054 0.85320 -2.10366
H 10.54517 -2.59197 1.93384
H 0.43042 1.87376 3.64615
H -9.32621 -5.71721 1.94012
N 0.47283 1.24041 0.62215
C -4.81526 -0.12484 -1.68930
C 7.31549 6.31661 -2.69940
C -1.45653 -2.59714 -7.30105
C -5.86752 -5.67994 -1.22307
C -0.69749 3.75906 3.15031
C 0.77222 2.40787 1.47161
F -6.29606 -2.68564 1.56033
N 3.40113 5.72180 0.99633
H -8.02730 -3.22832 -0.29222
C -9.69872 -6.38099 3.94010
H 10.47285 -0.11806 1.99585
C -2.79766 -2.35264 -7.54754
C -8.51144 -5.26084 5.69460
H -4.00051 -6.11198 -0.24684
F 7.27787 3.98069 0.68170
C 8.39642 4.72157 -1.25505
C -9.41958 -6.23262 5.28889
O -0.41312 4.18909 4.27285
C 8.50821 -2.79207 1.27688
H 3.63919 4.73121 2.85739
C -5.02221 -4.46250 0.67534
H 3.68628 6.54927 1.54608
H 9.26656 5.48908 -3.06248
Cl 2.80567 3.24285 -0.56266
C -7.14799 -3.86180 -0.29738
H -3.62917 -0.72304 -4.70491
H -5.75350 -6.46998 -1.95743
H 5.36042 6.97203 -2.08656
C -4.59419 0.88945 -2.61592
C 3.03105 3.17033 1.27553



4.
Molecular formula: C43H45ClFIrN7O4
Method: DFT, ωB97M-V/def2-TZVPD

Results
Orbital gap (spin up / spin down)   7.64 / 6.56 eV
Multiplicity   6
Energy above the lowest of the compared OMol25 structures with the same formula, charge and spin   261.4 kJ/mol
Expectation value of S²   8.82
Net charge   0
LUMO (spin up / spin down)   0.049 / -1.707 eV
Largest force on an atom   4.62 eV/A
HOMO level (spin up / spin down)   -7.587 / -8.267 eV

Element x y z (Å)
H -6.21488 2.05769 1.75496
N -0.93741 -2.82965 1.20079
N -1.55019 -1.68570 1.44169
C 3.67517 4.39518 1.80893
H 5.30848 0.90333 1.89010
C -5.44528 -1.61840 -4.56515
H -1.17617 3.21681 3.63602
H 4.25630 -0.17906 4.92734
H 0.33216 -1.01176 -1.03711
H -2.97501 3.97788 4.92530
C 5.02008 4.26322 2.11449
F 1.62692 3.37930 1.25503
H 0.73043 -5.06054 -2.04930
C 3.88050 -3.13837 1.31822
O -3.85246 1.52775 1.15732
H 5.58413 0.86885 -0.32720
C 0.11943 2.03224 -4.76104
H -6.07439 -1.40698 -5.38404
C -0.04973 -4.35459 -1.65260
C 4.86286 1.90291 1.86946
C 0.61028 -3.72780 -0.46769
H 3.34875 5.32167 1.73980
Cl -0.82205 3.15773 -0.50483
C -1.30504 -5.20927 -1.15045
C -5.11597 3.69268 4.44548
O -4.68055 4.90452 6.44640
H -1.07509 -2.59185 -2.35622
C 2.69283 0.67330 -1.52982
C -0.70387 1.59657 -3.71221
O -1.30693 1.71645 2.33030
H 0.59890 0.10794 4.72708
C 3.99486 -2.34288 0.16141
H 0.92826 0.74339 3.11681
H 4.17910 -4.19300 1.19031
H 2.98539 1.72567 -1.51493
H 0.71214 -4.47007 0.33689
N -2.46066 0.62285 -1.77512
C -1.63594 0.57115 -3.98401
H -1.11815 -5.76884 -0.23046
C 3.51199 1.95481 1.58012
H 3.14329 -3.20077 3.30462
H 5.88705 -0.60922 -1.34154
H -4.78459 -3.85616 -2.16468
H -3.03111 -2.33632 -1.78759
C -6.02345 3.06638 3.59201
H -2.21862 -4.71276 -0.94452
H 3.56815 1.31184 4.02370
C -0.15651 -1.43381 -0.19079
H -2.29986 -0.87965 -5.53449
C 3.83996 -0.25068 -1.09215
C 5.63687 3.02242 2.20124
H -1.01382 -0.01025 -7.20037
N -1.03770 -0.83332 0.57478
H -7.09094 3.01891 3.82225
C 2.91867 3.32733 1.55919
C -4.17758 2.16966 2.26489
Ir -2.00075 1.12760 0.16551
H 0.85868 2.82912 -4.57659
N 2.73818 0.89870 1.38151
C 3.18587 -0.37034 1.35435
C -3.64582 -0.84046 -3.21975
C 0.03874 1.48375 -6.05704
C -3.71897 -2.07645 -2.54997
N -0.15471 -2.68173 0.18864
C -0.40401 -3.30380 -2.75105
H 1.62519 -3.33336 -0.65632
H 4.31760 -2.82665 -0.79405
H 1.75949 0.54253 -1.05947
C 1.02129 -0.16823 3.69058
H 2.32204 -1.53033 4.53839
C -5.54222 -2.76867 -3.87998
C 5.25522 0.30714 -1.22190
C 3.36814 0.32531 4.56253
H 3.80139 -1.01695 -1.87059
C 3.38134 -2.57203 2.49474
C -0.78922 0.40272 -6.25933
H 5.61106 5.12489 2.38706
H -6.31391 -3.50189 -4.13444
C -3.30978 2.69934 3.17676
H -0.73665 -3.82321 -3.60764
C -4.60496 -0.61862 -4.19117
H 0.40900 -2.63258 -3.05953
H 2.82299 0.73862 5.44643
C 3.01780 -1.21592 2.51815
H -1.71167 -5.72455 -2.08576
H 2.43208 0.45892 -2.59792
H 5.33722 0.89726 -2.15173
C 2.44410 -0.67608 3.84264
C -2.64356 0.22281 -2.90258
C -5.57117 2.41804 2.47171
C -4.69516 -3.01656 -2.86718
O -6.70014 4.75751 5.71739
H -4.69070 0.25060 -4.86216
C -1.56615 -0.06819 -5.20680
C -1.83166 2.55390 3.03801
C -3.71003 3.47242 4.21796
N -5.49382 4.53192 5.58071
H 6.64505 3.05929 2.55910
H 0.37322 -0.89081 3.20951
C 3.63040 -1.00927 0.18408
H -0.76285 2.08576 -2.76451
H 0.58286 1.95984 -6.85689



> Number 3 is which compound?

C43H45ClF6N2O3



> net charge of number 2 (C43H45Cl3N2OP2SiTeTi)?

-2